[1]
{
  "formula": "C12H16N2O4",
  "method": "ωB97M-V with the def2-TZVPD basis set",
  "e_above_lowest_kj_mol": 492.72,
  "homo_ev": -7.89,
  "lumo_energy_ev": 0.45,
  "charge": 0,
  "gap_ev": 8.339,
  "multiplicity": 1,
  "smiles": "C[C@H](NC(=O)[C@@H](N)Cc1ccc(O)cc1)C(=O)O",
  "elements": ["C", "C", "N", "C", "O", "C", "N", "C", "C", "C", "C", "C", "O", "C", "C", "C", "O", "O", "H", "H", "H", "H", "H", "H", "H", "H", "H", "H", "H", "H", "H", "H", "H", "H"],
  "xyz": [[1.38805, 1.71625, -3.59711], [0.12284, 0.83162, -3.68333], [0.12613, 0.25010, -2.38480], [-0.22792, 0.89375, -1.33760], [-0.61430, 2.01451, -1.17357], [-0.28665, 0.07706, 0.10084], [0.43165, -1.18439, 0.38471], [0.01714, 1.17331, 1.22217], [-0.00695, 0.44778, 2.51330], [1.11589, -0.00886, 3.33152], [0.92750, -0.90491, 4.32231], [-0.42143, -1.30009, 4.69517], [-0.66435, -1.87477, 5.87000], [-1.53379, -0.68930, 4.06933], [-1.41275, -0.00194, 2.84690], [0.16408, -0.25322, -4.74963], [0.12846, -1.48343, -4.49922], [0.32458, 0.33467, -5.98184], [1.36721, 2.12610, -4.61299], [2.26472, 1.16592, -3.55959], [1.20335, 2.28371, -2.78031], [-0.88746, 1.29812, -3.81680], [-0.32525, -0.77684, -2.08218], [-1.38603, 0.00972, 0.24257], [-0.06146, -1.73864, 1.14471], [1.48025, -1.13465, 0.48874], [-0.52066, 2.13286, 1.14232], [1.10827, 1.60900, 1.44810], [2.18454, 0.20083, 3.04374], [1.76505, -1.27017, 4.78719], [0.03173, -2.34374, 6.12976], [-2.44418, -0.79364, 4.66913], [-2.34168, 0.30681, 2.39487], [0.18592, -0.35193, -6.76479]],
  "forces_ev_per_angstrom": [[-2.6, -0.9, -4.7], [-0.4, -1.0, 0.2], [-1.3, -6.9, 0.1], [-0.8, -0.1, 6.0], [-0.2, 2.2, -1.3], [1.0, 1.9, 0.3], [-0.7, -0.4, -0.5], [3.9, 1.1, 0.9], [-3.9, -1.7, 1.8], [-1.0, 1.3, -3.5], [-4.0, -0.7, 0.1], [1.4, 3.3, -1.4], [-4.7, 1.6, -0.6], [0.8, -0.9, 0.1], [3.8, 0.3, 2.6], [0.8, -3.1, 0.3], [-0.2, 4.1, -1.4], [-0.9, -2.6, -1.2], [0.5, 1.3, 0.6], [1.5, -1.4, 0.5], [0.0, 2.5, 2.0], [1.1, 0.6, -0.2], [2.2, 2.6, -2.2], [0.6, -0.8, -0.2], [1.3, 1.1, -1.3], [-2.0, 0.2, 0.1], [-0.5, -1.0, 0.2], [-1.3, -0.8, -2.2], [-1.4, 0.2, 0.1], [1.7, -1.0, 1.5], [4.5, -3.0, 1.9], [-0.1, -0.1, -0.8], [0.3, 0.4, -0.6], [0.5, 1.7, 2.6]],
  "lowdin_charge": [0.0202, -0.2630, 0.0632, -0.5266, 0.0705, -0.2490, 0.0250, -0.1632, -0.2324, -0.0660, -0.0356, -0.3001, 0.0960, -0.0276, -0.0090, -0.4149, 0.0672, 0.0567, 0.0936, 0.0763, 0.0441, 0.1808, 0.2449, 0.1351, 0.0999, 0.1051, 0.1099, 0.1457, 0.1260, 0.0786, 0.0353, 0.1169, 0.1031, 0.1935]
}

=====

[2]
{
  "formula": "C12H16N2O4S",
  "method": "ωB97M-V with the def2-TZVPD basis set",
  "e_above_lowest_kj_mol": 680.00,
  "homo_ev": -8.96,
  "lumo_energy_ev": -1.71,
  "charge": 0,
  "gap_ev": 7.247,
  "multiplicity": 1,
  "elements": ["C", "C", "C", "C", "C", "C", "C", "C", "C", "C", "C", "C", "H", "H", "H", "H", "H", "H", "H", "H", "H", "H", "H", "H", "H", "H", "H", "H", "N", "N", "O", "O", "O", "O", "S"],
  "xyz": [[0.14738, 1.09696, 0.96317], [0.61351, -0.32744, 1.41761], [-0.40040, 1.09813, -0.42908], [0.60726, 0.83435, -1.49052], [1.62136, 1.58579, -2.03743], [0.31870, -0.38942, -2.18145], [2.66050, 1.09931, -2.98621], [1.31093, -0.96194, -3.00419], [2.36044, -0.13773, -3.35016], [-1.87660, -0.83197, 1.99236], [-2.17239, -0.34235, 3.39562], [-2.71009, -1.89635, 1.33721], [1.81440, 1.60526, 2.06359], [1.95546, 1.81477, 0.32019], [-0.58548, 1.54006, 1.61187], [-0.77317, 2.06986, -0.35287], [-1.27925, 0.49304, -0.47501], [1.67879, 2.68505, -1.56540], [-0.62290, -1.11752, -2.09964], [3.27962, 1.89603, -3.37757], [1.32723, -1.89677, -3.49683], [3.76180, -0.36003, -4.73583], [-0.20958, -2.27813, 1.87752], [-1.97580, 0.07215, 1.27148], [-2.11241, -2.78351, 1.80260], [-3.68699, -1.84279, 1.78529], [-2.45620, -0.16877, -1.02271], [-1.23059, 0.39650, 4.98921], [1.28458, 2.05974, 1.18266], [-0.41493, -1.12396, 1.99260], [1.81856, -0.71198, 1.44132], [3.23474, -0.92201, -4.17931], [-3.39958, -0.16924, 3.78468], [-1.02157, 0.05666, 4.01377], [-2.86731, -2.14174, -0.45852]],
  "forces_ev_per_angstrom": [[2.5, -0.7, 1.9], [1.2, -1.3, 1.4], [1.4, 1.6, 0.6], [-1.7, -2.2, -2.3], [1.7, 2.8, 1.3], [0.3, -3.4, -0.7], [-3.9, 3.5, 2.9], [-1.9, 2.8, 1.6], [3.1, -3.9, -2.8], [2.6, 2.8, -2.4], [-5.2, 1.4, 1.3], [1.1, -2.1, 2.0], [-1.2, 1.5, -2.7], [-1.3, 0.8, 2.7], [-0.7, -0.6, 0.5], [-0.7, 2.1, -1.2], [-0.2, -0.8, -0.3], [0.3, -2.4, -1.4], [1.9, 2.2, 0.6], [0.5, -0.8, -0.1], [-0.6, -0.8, -0.2], [0.4, 0.5, -0.2], [-0.4, 4.3, 0.6], [-0.2, -1.0, 1.7], [-1.7, 0.5, -1.2], [-0.4, -0.2, 0.1], [-1.1, -3.7, 1.0], [0.2, -1.0, -3.0], [2.4, -2.7, -0.9], [1.3, -4.3, -2.4], [-3.9, 1.2, -0.5], [-0.8, 0.7, 0.6], [6.1, -0.9, -1.1], [-2.4, 0.5, 2.8], [1.2, 3.8, -0.4]],
  "lowdin_charge": [-0.3424, -0.3636, -0.1605, -0.2374, -0.0276, -0.0045, 0.0100, -0.0063, -0.3265, -0.3410, -0.3748, -0.5891, 0.1324, 0.0949, 0.1220, 0.1149, -0.0071, 0.1541, 0.1060, 0.1153, 0.1109, 0.0801, 0.2291, 0.1380, 0.1081, 0.0596, 0.1635, 0.2048, 0.0272, 0.0590, 0.0212, 0.0038, 0.0283, 0.0677, 0.6301]
}

=====

[3]
{
  "formula": "C12H16N2S",
  "method": "ωB97M-V with the def2-TZVPD basis set",
  "e_above_lowest_kj_mol": 660.60,
  "homo_ev": -7.59,
  "lumo_energy_ev": -0.83,
  "charge": 0,
  "gap_ev": 6.758,
  "multiplicity": 1,
  "elements": ["C", "C", "C", "C", "C", "C", "C", "C", "C", "C", "C", "C", "N", "N", "S", "H", "H", "H", "H", "H", "H", "H", "H", "H", "H", "H", "H", "H", "H", "H", "H"],
  "xyz": [[4.33447, -0.43405, -0.30801], [4.43937, 1.00061, -0.09204], [3.16088, -1.07347, -0.27682], [3.28164, 1.72411, -0.02618], [1.92918, -0.42711, 0.02660], [0.77370, -1.05027, 0.38309], [2.00733, 1.05143, 0.09437], [-0.70045, -2.86949, 1.38230], [-3.23244, 0.11200, -0.67010], [-3.25078, 2.60699, -0.84028], [0.16122, -2.36771, 0.21040], [-2.98469, 1.44280, 0.07900], [0.90050, 1.70039, 0.30818], [-1.67925, 1.70060, 0.73759], [-0.44678, 0.77508, 0.17630], [5.25659, -1.00580, -0.48485], [5.37176, 1.59078, -0.15801], [3.25279, -2.17134, -0.38128], [3.11899, 2.76790, 0.02410], [-0.16848, -3.05976, 2.37030], [-1.33442, -3.81528, 1.25266], [-1.51772, -2.14471, 1.51234], [-2.69225, -0.50902, -0.05573], [-4.23165, -0.01641, -0.57570], [-2.87974, 0.16787, -1.63124], [-2.66751, 3.45724, -0.45490], [-4.26632, 2.72636, -1.21979], [-2.70871, 2.21388, -1.68267], [-0.32757, -2.51645, -0.74186], [0.89547, -3.04218, 0.20827], [-3.79518, 1.46498, 0.83394]],
  "forces_ev_per_angstrom": [[1.5, 0.8, 0.3], [-0.9, 1.1, -0.9], [0.7, -1.9, -0.1], [-0.5, -1.5, 0.5], [-0.1, 0.0, 0.3], [-1.2, 3.0, 0.0], [-0.4, -1.5, 0.4], [-1.9, -0.5, 1.1], [1.6, 2.9, 2.1], [1.5, -0.2, -0.6], [-2.1, 0.7, 1.1], [-1.3, 0.0, 0.8], [-0.7, 0.4, -0.3], [1.7, -2.1, -0.2], [-0.7, 0.7, -0.3], [-0.5, 0.3, 0.1], [-0.4, -0.9, 0.1], [-0.6, 0.7, 0.0], [0.7, 1.1, 0.1], [-0.4, 0.7, -1.4], [1.4, 0.9, -0.6], [0.4, 0.1, 0.6], [0.9, -2.5, 0.9], [-3.1, -1.0, -0.2], [0.8, -0.2, -2.4], [-1.0, 0.2, -0.3], [-0.1, 0.4, 0.7], [0.5, 0.7, -1.1], [-0.4, 0.4, -0.3], [3.6, -2.7, -0.5], [0.8, -0.1, 0.4]],
  "lowdin_charge": [-0.0930, -0.0522, -0.0644, -0.0198, -0.2304, -0.0849, -0.3394, -0.1024, -0.0694, -0.0845, -0.2623, -0.5670, -0.1619, -0.2671, 1.0590, 0.1088, 0.1120, 0.1248, 0.0996, 0.0964, 0.0923, 0.0533, 0.0173, 0.0508, 0.0507, 0.0838, 0.0852, 0.0555, 0.1277, 0.0589, 0.1223]
}

=====

Question: Which value of multiplicity does entry 3 give?
Answer: 1